9
Properties=species:S:1:pos:R:3:mulliken_charge:R:1 method="wB97M-V/def2-TZVPD" relative_energy_kj_mol=139.7
C -0.01347 -0.48326 0.43394 -0.666
C -0.30736 0.75109 -0.30988 -0.184
N 1.04670 -1.06728 -0.44436 0.136
O 2.04880 -1.40612 0.17268 -0.327
Br -0.48877 0.42672 -2.09172 0.000
Br -1.98094 1.62576 0.48157 -0.130
H 0.09764 -0.33912 1.46805 0.421
H -0.89067 -1.06137 0.41452 0.373
H 0.48807 1.55358 -0.12479 0.377